Density functional theory data (the ωB97M-V functional and the def2-TZVPD basis) for a molecular structure, C60H148HgN6O22S4.

```
241
C60H148HgN6O22S4 | OMol25 | the ωB97M-V functional and the def2-TZVPD basis
Hg -1.88494 -4.09691 0.24335
C -6.11693 -3.36684 0.08120
C -4.59285 -3.65623 0.07823
O -3.97802 -3.93011 -1.00069
O -4.03095 -3.63966 1.18102
H -6.60904 -4.18304 0.61010
H -6.52481 -3.22557 -0.91969
H -6.34141 -2.44938 0.62523
C 0.16393 0.29422 0.38055
C -1.04280 -0.53259 -0.06215
C -1.54298 0.07854 -1.39627
O -0.87555 -1.92607 -0.10508
H 0.55567 -0.02770 1.34544
H -0.16566 1.32590 0.50351
H 0.95008 0.48412 -0.35021
H -1.78348 -0.35815 0.71826
H -2.47330 -0.36847 -1.74669
H -0.72923 -0.05192 -2.10963
H -1.71285 1.15518 -1.38811
C 3.81031 -3.80003 -1.62993
C 3.19720 -2.70272 -0.83100
C 3.09982 -1.28489 -1.55040
O 1.95306 -3.16073 -0.50256
H 4.87400 -3.60698 -1.76920
H 3.30931 -3.82656 -2.59761
H 3.79299 -4.76987 -1.13272
H 3.74398 -2.52738 0.09549
H 4.08733 -0.83172 -1.63738
H 2.49253 -0.59624 -0.96300
H 2.68252 -1.36271 -2.55435
H 1.28051 -2.50941 -0.71484
C 2.01886 -2.06849 2.86935
C 2.62865 -3.46504 3.16090
C 3.59561 -3.39230 4.28071
O 1.51311 -4.35687 3.26485
H 1.45827 -1.55737 3.65203
H 1.44184 -1.95936 1.95106
H 2.75962 -1.29417 2.66978
H 3.11335 -3.80755 2.24664
H 3.92449 -4.42774 4.36907
H 3.17833 -2.94988 5.18526
H 4.46934 -2.83424 3.94417
H 1.69313 -4.93806 4.00741
C -7.20228 -0.41497 2.80480
C -5.98800 0.46145 2.57838
C -5.03281 -0.15343 1.60829
O -6.47860 1.64149 1.95971
H -7.82896 -0.12423 3.64792
H -6.90521 -1.46370 2.80780
H -7.88182 -0.30645 1.95950
H -5.56248 0.67686 3.55849
H -4.58917 -1.09442 1.93357
H -4.16550 0.49765 1.49881
H -5.40835 -0.18357 0.58548
H -5.69840 2.16391 1.75978
C 7.99069 0.82709 -0.70058
C 7.19085 0.47439 0.55076
C 5.82620 -0.23874 0.28858
O 7.99646 -0.43582 1.23957
H 7.39897 1.58706 -1.21089
H 7.92706 -0.07837 -1.30406
H 8.99996 1.14652 -0.44091
H 6.99233 1.34459 1.17640
H 5.96366 -1.04434 -0.43267
H 5.17684 0.56415 -0.06041
H 5.37866 -0.76587 1.13115
H 7.56926 -0.74366 2.04229
C 5.61617 -0.62885 5.79270
C 5.64141 -0.07973 4.34024
C 6.23385 1.28702 4.32497
O 6.51950 -0.93614 3.62502
H 5.04931 -1.54147 5.97680
H 5.09926 0.04935 6.47163
H 6.63491 -0.86591 6.09941
H 4.67293 -0.11574 3.84137
H 5.50649 2.04453 4.61690
H 6.54342 1.56068 3.31632
H 7.06167 1.27026 5.03386
H 6.56317 -1.75790 4.11938
C -1.79917 7.14450 -2.33928
C -2.93590 6.55449 -3.27445
C -2.74898 5.06047 -3.74932
O -1.40939 4.81828 -4.24547
C -1.36901 3.49717 -4.79114
N -4.24831 6.79868 -2.78021
H -1.97310 8.18476 -2.06411
H -0.86843 7.06951 -2.90160
H -1.69181 6.56289 -1.42369
H -2.83083 7.13699 -4.18973
H -3.56678 4.85277 -4.43936
H -2.89951 4.41452 -2.88434
H -2.06305 3.34031 -5.61685
H -1.67855 2.74292 -4.06769
H -0.34739 3.31299 -5.12351
H -4.43005 6.26440 -1.94259
H -4.99344 6.50083 -3.39353
C 1.17132 -7.35313 0.87187
C 0.02999 -6.62127 0.31563
C -1.34870 -7.01472 0.87441
O -2.25145 -6.38125 0.00730
C -3.52994 -7.04905 -0.13546
N 0.16386 -5.18096 0.51190
H 1.29159 -7.44533 1.95128
H 2.07583 -6.80973 0.59854
H 1.22104 -8.36967 0.48166
H -0.03396 -6.86997 -0.74369
H -1.50793 -6.62189 1.87861
H -1.45536 -8.09863 0.91777
H -4.18967 -6.57304 -0.86091
H -4.08122 -7.22576 0.78810
H -3.31396 -8.01698 -0.58773
H 0.69241 -5.04277 1.36139
H 0.80029 -4.79364 -0.17004
C 2.07949 4.25172 -3.06078
C 3.46125 3.75185 -3.36193
C 3.64511 2.24623 -3.64492
O 5.03658 2.00540 -3.95884
C 5.52296 0.65645 -3.92089
N 3.90042 4.48087 -4.57263
H 1.44315 3.97297 -3.90070
H 1.96842 5.31974 -2.87346
H 1.63829 3.77118 -2.18756
H 4.06303 4.08858 -2.51780
H 2.93805 1.97923 -4.43033
H 3.36468 1.72876 -2.72748
H 5.73881 0.30497 -2.91194
H 6.37649 0.48814 -4.57759
H 4.71096 0.04051 -4.30740
H 4.77321 4.04535 -4.83469
H 3.21441 4.24174 -5.27427
C -5.60584 6.85684 0.83870
C -4.73202 5.58167 0.87099
C -4.85577 4.65597 2.08174
O -4.26032 3.39218 1.94716
C -2.88367 3.47680 1.78168
N -5.09914 4.81776 -0.30796
H -5.62027 7.40393 1.78133
H -6.68227 6.69851 0.77306
H -5.29060 7.61556 0.12242
H -3.71148 5.93144 0.71529
H -5.89466 4.40089 2.29089
H -4.47298 5.18411 2.95504
H -2.47795 3.28167 2.77437
H -2.52891 4.41890 1.36372
H -2.56807 2.60397 1.21014
H -6.06830 4.59481 -0.13154
H -4.56194 3.97593 -0.15689
C 3.73250 3.06078 0.71870
C 2.74031 3.66075 1.71362
C 2.61375 2.68552 2.96646
O 1.69802 3.12706 3.95200
C 0.30693 3.14965 3.52712
N 3.17907 4.97205 2.10559
H 3.68009 3.74271 -0.13001
H 3.52790 2.04699 0.37450
H 4.77153 3.07161 1.04798
H 1.77320 3.69939 1.21233
H 3.62409 2.62541 3.37105
H 2.27710 1.71374 2.60533
H -0.32749 3.21455 4.41108
H 0.01655 2.27750 2.94133
H 0.06061 4.03952 2.94784
H 4.12612 4.81187 2.41790
H 2.65745 5.20794 2.93767
C -2.08242 -5.16379 4.39818
C -1.86092 -3.68988 3.90707
C -1.07715 -2.81222 4.93115
O -0.88720 -1.48001 4.51830
C -2.01440 -0.71447 4.13895
N -1.25904 -3.55944 2.59064
H -2.47787 -5.81393 3.61777
H -2.64481 -5.17537 5.33183
H -1.10350 -5.60537 4.58479
H -2.90167 -3.36666 3.88492
H -0.10794 -3.20799 5.23463
H -1.75546 -2.79203 5.78414
H -2.60449 -1.31434 3.44610
H -1.68302 0.18611 3.62200
H -2.74028 -0.61531 4.94602
H -1.05557 -2.57318 2.51320
H -0.32144 -3.90846 2.72920
C -5.48692 0.32001 -2.52189
C -4.38772 0.78992 -3.44775
C -5.01411 1.18002 -4.79880
S -6.68796 0.36770 -4.90340
O -6.79197 -0.68228 -5.94704
O -7.75531 1.36957 -4.71963
C -6.51314 -0.57806 -3.27218
H -5.96343 1.22760 -2.15138
H -5.14473 -0.07538 -1.56550
H -3.68353 -0.02677 -3.60655
H -4.00216 1.65861 -2.91408
H -4.58770 0.67683 -5.66660
H -5.05428 2.24676 -5.01908
H -6.10775 -1.56066 -3.51356
H -7.47098 -0.72880 -2.77425
C 2.11179 1.43794 7.01403
C 1.78862 1.41909 8.55004
C 0.34182 0.97426 8.83487
S -0.24284 0.19185 7.24648
O -1.03397 1.23514 6.63120
O -0.75779 -1.18473 7.44551
C 1.32356 0.23206 6.38498
H 3.17157 1.51788 6.77197
H 1.67883 2.35738 6.61997
H 1.87216 2.40608 9.00500
H 2.44470 0.73947 9.09390
H -0.35886 1.80324 8.93459
H 0.37931 0.31637 9.70313
H 1.00365 0.29963 5.34517
H 1.94220 -0.63522 6.61569
C 1.10445 -3.21023 -4.51624
C -0.07363 -2.31436 -5.01027
C -1.29042 -2.55400 -4.01301
S -1.16201 -4.36300 -3.52713
O -2.14567 -5.17426 -4.20713
O -1.14860 -4.39704 -2.03656
C 0.63745 -4.65008 -4.18735
H 1.42743 -2.88376 -3.52770
H 1.97871 -3.12108 -5.16108
H -0.35177 -2.47464 -6.05192
H 0.29105 -1.28874 -5.06699
H -2.30287 -2.36676 -4.37075
H -1.17312 -1.95456 -3.11022
H 0.54221 -5.23291 -5.10351
H 1.17458 -5.22884 -3.43593
C 2.47558 -0.40581 -8.45224
C 1.02102 -0.30144 -8.79243
C 0.55276 1.18314 -8.41060
S 1.44804 1.58416 -6.92809
O 0.70961 1.10616 -5.74480
O 2.06671 2.91584 -6.99162
C 2.78398 0.30776 -7.10450
H 2.95470 0.11677 -9.28016
H 2.88252 -1.41699 -8.44687
H 0.47084 -1.08855 -8.27681
H 0.74959 -0.48551 -9.83192
H -0.47228 1.55220 -8.37638
H 0.96563 1.72534 -9.26128
H 2.63681 -0.38044 -6.27214
H 3.71702 0.83350 -6.90176
```

Its orbital gap is 7.49 eV. The calculation puts the HOMO energy at -7.470 eV.